{"formula": "C4H14N2O2", "method": "ωB97M-V with the def2-TZVPD basis set", "elements": ["C", "N", "C", "C", "O", "C", "N", "H", "H", "H", "H", "H", "H", "H", "H", "H", "H", "H", "H", "H", "H", "O"], "positions_angstrom": [[0.45888, -1.15336, 3.39234], [-0.40125, -0.94573, 2.26410], [0.10855, -0.22766, 1.09179], [-0.79153, -0.67897, -0.11751], [-0.83942, 0.31691, -1.09962], [1.58344, -0.43121, 0.79610], [1.94278, 0.40645, -0.35823], [1.21900, -1.93930, 3.45599], [-0.15071, -1.32955, 4.28991], [0.96339, -0.19849, 3.65456], [-1.00989, -1.72816, 2.01131], [-0.22027, 0.79880, 1.29420], [-1.81870, -0.88121, 0.21865], [-0.45069, -1.63783, -0.54978], [0.05018, 0.69044, -1.18536], [1.97118, -1.45016, 0.74904], [2.12159, 0.04796, 1.61058], [2.39863, -0.08946, -1.10707], [2.45308, 1.21949, -0.05533], [-1.37393, 1.55935, -5.03509], [-2.56765, 2.26294, -4.32086], [-1.92221, 2.34356, -5.05068]], "forces_ev_per_a": [[-0.6, 2.0, 2.3], [2.6, -1.7, -0.9], [-3.0, -1.3, -0.7], [0.2, 0.1, -0.2], [-0.3, 0.0, 0.2], [1.8, 2.1, 0.6], [-0.8, -0.7, 0.2], [-0.2, -0.3, -1.1], [-0.2, -0.3, -0.3], [-0.1, -0.5, -0.6], [-0.5, 0.3, 0.4], [0.8, 0.4, -0.2], [0.1, 0.3, 0.0], [0.3, 0.2, 0.3], [0.1, -0.1, -0.1], [-0.7, -0.1, -0.3], [0.1, -0.4, 0.5], [0.2, 0.0, 0.0], [0.2, 0.0, -0.3], [0.0, -0.2, 0.1], [0.6, -0.1, -0.6], [-0.6, 0.3, 0.5]], "homo_ev": [-13.21, -13.21], "lumo_energy_ev": [-3.139, -8.219], "multiplicity": 2, "total_charge": 1, "de_lowest_ev": 2.676, "gap_ev": [10.07, 4.99]}